(i)
DFT (ωB97M-V/def2-TZVPD) results for a structure of composition C7H28O7.

```
! wB97M-V def2-TZVPD RIJCOSX def2/J DEFGRID3
* xyz 0 1
C 0.638 -1.979 0.507
O 1.185 -2.814 1.496
H 1.083 -0.984 0.512
H 0.835 -2.280 -0.522
H -0.434 -1.832 0.638
H 2.141 -2.831 1.404
C 2.911 0.511 1.259
C 2.330 0.764 -0.102
O 3.107 -0.055 -0.980
H 2.908 -0.563 1.445
H 2.238 1.038 1.934
H 3.914 0.926 1.360
H 2.472 1.799 -0.414
H 1.289 0.452 -0.185
H 2.744 0.082 -1.858
C -0.508 -0.181 -2.935
C 0.270 -0.851 -1.777
O 0.730 0.236 -0.956
H -1.460 0.296 -2.702
H -0.641 -0.874 -3.766
H 0.110 0.643 -3.291
H 1.105 -1.466 -2.112
H -0.457 -1.441 -1.219
H 1.513 0.472 -1.460
C -1.664 0.934 1.581
C -0.784 0.291 0.477
O -1.031 0.963 -0.733
H -2.715 0.971 1.292
H -1.268 1.938 1.730
H -1.645 0.342 2.496
H -0.922 -0.775 0.291
H 0.275 0.444 0.687
H -0.403 0.585 -1.355
O -2.746 2.658 -0.072
H -2.105 1.958 0.048
H -2.718 3.153 0.747
O -2.522 -0.099 -1.422
H -1.915 0.405 -0.881
H -3.149 0.548 -1.746
O -1.888 -1.354 3.494
H -1.713 -0.683 4.154
H -1.111 -1.349 2.935
*
```

## Properties
Frontier orbital gap in Ha: 0.31903
HOMO in eV: -8.50

(ii)
DFT (ωB97M-V/def2-TZVPD) results for a cluster of 7 separate species, C7H28O7 in total.

```
! wB97M-V def2-TZVPD RIJCOSX def2/J DEFGRID3
* xyz 0 1
C -4.241 -3.420 1.824
O -3.490 -4.064 0.819
H -4.190 -2.335 1.726
H -5.295 -3.676 1.713
H -3.831 -3.715 2.790
H -3.712 -3.667 -0.027
C 4.382 1.666 -2.768
O 4.236 0.305 -2.811
H 3.490 2.209 -3.080
H 4.648 1.988 -1.761
H 5.217 1.980 -3.394
H 3.514 0.080 -2.220
C 0.449 -8.607 -1.132
O 0.977 -7.465 -0.542
H -0.264 -8.370 -1.921
H 1.174 -9.344 -1.477
H -0.101 -9.164 -0.374
H 0.244 -6.912 -0.262
C 0.404 0.658 1.214
O 0.497 -0.281 0.185
H 1.387 0.835 1.650
H 0.028 1.548 0.709
H -0.235 0.294 2.018
H -0.350 -0.650 -0.075
C -2.842 -1.269 -5.319
O -3.199 -1.435 -3.987
H -3.571 -0.560 -5.712
H -1.842 -0.835 -5.332
H -2.809 -2.165 -5.938
H -4.096 -1.122 -3.847
C 1.973 6.841 -0.394
O 2.613 6.691 0.889
H 1.238 6.119 -0.751
H 1.504 7.813 -0.543
H 2.796 6.818 -1.108
H 1.933 6.595 1.560
C 0.531 4.328 6.425
O -0.201 5.083 5.473
H 0.158 4.476 7.438
H 0.427 3.263 6.217
H 1.574 4.625 6.537
H -1.124 4.842 5.587
*
```

## Properties
Frontier orbital gap in Ha: 0.37759
SMILES: CO.CO.CO.CO.CO.CO.CO
HOMO in eV: -10.06

Stability, highest: (ii)

(i)
DFT (ωB97M-V/def2-TZVPD) results for the ion C3H7N2S with charge +1.

```
! wB97M-V def2-TZVPD RIJCOSX def2/J DEFGRID3
* xyz 1 1
C -1.356 1.419 0.197
C 0.032 1.455 -0.234
C 0.162 -0.787 -0.533
N -2.101 0.403 0.252
N 1.127 -1.467 0.380
S -1.538 -1.100 -0.092
H -1.800 2.351 0.534
H 0.234 1.779 -1.244
H 0.781 1.733 0.495
H 0.425 -0.882 -1.576
H 1.829 -0.809 0.749
H 1.621 -2.236 -0.095
H 0.583 -1.859 1.169
*
```

## Properties
Frontier orbital gap in Ha: 0.32365
HOMO in eV: -13.26

(ii)
DFT (ωB97M-V/def2-TZVPD) results for the ion C3H7N2S with charge +1.

```
! wB97M-V def2-TZVPD RIJCOSX def2/J DEFGRID3
* xyz 1 1
S 0.091 0.707 2.069
C 0.693 0.562 0.173
C -0.529 0.685 -0.772
N -0.981 -0.765 -0.769
C -0.049 -1.503 -0.288
N 1.235 -0.709 0.082
H -0.434 1.997 2.073
H 1.465 1.366 0.142
H -1.302 1.333 -0.538
H -0.046 0.862 -1.833
H -1.952 -0.910 -1.094
H 0.094 -2.539 -0.115
H 1.715 -1.086 0.869
*
```

## Properties
Frontier orbital gap in Ha: 0.31776
SMILES: S[C@@H]1C[NH+]=CN1
HOMO in eV: -13.43

(iii)
DFT (ωB97M-V/def2-TZVPD) results for the ion C3H7N2S with charge +1.

```
! wB97M-V def2-TZVPD RIJCOSX def2/J DEFGRID3
* xyz 1 1
C -1.875 -0.370 0.299
C -3.082 0.089 -0.254
C 1.793 0.197 0.378
N -0.993 -1.230 -0.126
N 2.792 0.285 -0.576
S 0.608 -1.471 0.215
H -1.634 0.000 1.317
H -3.783 0.864 0.235
H 2.066 0.193 1.494
H 1.121 1.104 0.177
H 3.681 -0.195 -0.359
H -3.372 -0.175 -1.303
H 2.677 0.706 -1.498
*
```

## Properties
Frontier orbital gap (alpha / beta) in Ha: 0.24718 / 0.26165
HOMO (alpha / beta) in eV: -13.49 / -13.83

Stability, highest: (ii)

(i)
DFT (ωB97M-V/def2-TZVPD) results for an isolated molecule of C2H3BrO.

```
! wB97M-V def2-TZVPD RIJCOSX def2/J DEFGRID3
* xyz 0 1
C -0.625 0.213 -0.026
C 0.541 -0.528 -0.041
O 0.710 -1.794 -0.002
Br 2.052 0.697 -0.062
H -0.600 1.152 -0.751
H -0.542 0.605 1.055
H -1.536 -0.346 -0.172
*
```

## Properties
Frontier orbital gap in Ha: 0.40307
SMILES: CC(=O)Br
HOMO in eV: -10.54

(ii)
DFT (ωB97M-V/def2-TZVPD) results for a cluster of 2 separate species, C2H3BrO in total.

```
! wB97M-V def2-TZVPD RIJCOSX def2/J DEFGRID3
* xyz 0 1
C -0.810 0.913 0.145
C 0.728 -1.004 -0.365
O -1.770 1.078 -0.508
Br -0.353 1.687 1.780
H 0.192 -1.026 -1.294
H 0.567 -1.378 0.617
H 1.445 -0.270 -0.377
*
```

## Properties
Frontier orbital gap (alpha / beta) in Ha: 0.29640 / 0.31355
HOMO (alpha / beta) in eV: -8.94 / -8.77

Stability, highest: (i)

(i)
DFT (ωB97M-V/def2-TZVPD) results for a cluster of 2 separate species, C2H3BrO in total.

```
! wB97M-V def2-TZVPD RIJCOSX def2/J DEFGRID3
* xyz 0 1
C -1.308 0.598 0.149
C 1.225 -0.387 0.040
O -1.425 1.737 -0.080
Br -2.481 -0.760 0.053
H 1.923 0.435 0.051
H 0.900 -0.389 -0.916
H 1.165 -1.234 0.703
*
```

## Properties
Frontier orbital gap (alpha / beta) in Ha: 0.31467 / 0.30542
HOMO (alpha / beta) in eV: -8.55 / -8.94

(ii)
DFT (ωB97M-V/def2-TZVPD) results for a cluster of 2 separate species, C2H3BrO in total.

```
! wB97M-V def2-TZVPD RIJCOSX def2/J DEFGRID3
* xyz 0 1
C 0.671 -0.684 -0.034
C -0.232 0.543 0.089
O 1.501 -0.992 0.770
Br -1.936 -0.163 0.409
H 0.316 -1.353 -0.913
H 0.033 1.360 0.883
H -0.352 1.290 -1.206
*
```

## Properties
Frontier orbital gap in Ha: 0.38731
HOMO in eV: -10.19

Stability, highest: (ii)

(i)
DFT (ωB97M-V/def2-TZVPD) results for the ion C3H7N2S2 with charge +1.

```
! wB97M-V def2-TZVPD RIJCOSX def2/J DEFGRID3
* xyz 1 1
C -0.569 0.421 -0.554
C 1.747 -0.294 0.047
C -0.021 -1.815 0.343
N -0.750 1.738 0.143
N 0.459 -0.464 0.032
S 3.284 -0.150 0.100
S 0.534 2.942 -0.214
H -0.455 0.671 -1.579
H -1.501 -0.047 -0.697
H -0.556 -2.164 -0.554
H -0.691 -2.054 1.208
H 0.783 -2.357 0.610
H -0.646 1.526 1.144
H -1.619 2.045 -0.030
*
```

## Properties
Frontier orbital gap in Ha: 0.21299
HOMO in eV: -11.78

(ii)
DFT (ωB97M-V/def2-TZVPD) results for a structure of composition C3H7N2S2.

```
! wB97M-V def2-TZVPD RIJCOSX def2/J DEFGRID3
* xyz 1 1
C 1.456 0.012 -0.958
C 0.333 0.183 1.096
C -0.821 0.036 0.118
N 0.257 -0.071 -1.405
N 1.581 0.149 0.341
S -1.806 1.474 -0.037
S -1.640 -1.573 0.010
H 2.333 -0.015 -1.596
H 0.259 1.143 1.621
H 0.336 -0.624 1.834
H -0.079 -0.233 -2.335
H 2.468 0.226 0.816
H -2.752 0.941 -0.815
H -1.924 -1.647 1.311
*
```

## Properties
Frontier orbital gap in Ha: 0.37155
HOMO in eV: -13.60

Stability, highest: (ii)